Record 1
Formula: C27H76N4O11
Source: the OMol25 dataset
Level of theory: wB97M-V/def2-TZVPD

**Total charge**: 0
**Multiplicity**: 1
**DFT total energy**: -57703.99867 eV
**Energy relative to the best compared isomer or geometry (same formula, charge and spin)**: 774.8 kJ/mol
**SMILES**: NC(N)=O.NC(N)=O.CC(C)O.CC(C)O.CC(C)O.CC(C)O.CC(C)O.CC(C)O.CC(C)O.CC(C)O.CO
**Frontier orbital gap**: 8.07 eV

```
118
Properties=species:S:1:pos:R:3:forces:R:3:mulliken_charge:R:1
O 5.2355 -0.4084 -2.3589 7.2 -10.0 -0.6 -0.52
O 2.6325 0.5476 2.6131 4.0 -3.8 -4.6 -0.68
O -0.5935 -2.6874 -1.1199 -5.7 -0.1 7.5 -0.47
O -1.5515 5.3746 2.1451 0.5 -6.1 0.4 -0.83
O 1.4425 4.8486 0.7301 -4.9 3.9 3.0 -0.53
O -2.2995 0.5226 2.5901 -9.9 1.8 -5.7 0.38
O -3.7795 1.4596 -2.3189 0.7 -6.0 -7.3 -0.50
O 0.9745 -3.2044 1.0191 1.8 6.7 -5.0 0.29
O 0.3795 1.8696 -5.3709 0.0 -2.3 -7.6 -0.59
O -5.2725 -1.9974 2.2631 -10.4 4.4 0.4 -0.55
O -0.5555 0.9646 0.3871 0.2 2.0 0.1 1.78
N -0.4835 3.3306 1.6491 3.2 -1.3 -3.4 0.03
N 3.2405 -1.4354 1.4471 -3.9 -2.9 1.2 0.08
N -2.0275 3.2616 3.1111 -3.8 -1.1 3.1 -0.26
N 4.5415 0.2836 1.1761 0.3 0.1 -0.3 -0.20
C 0.2615 2.3446 -4.1979 0.8 1.2 5.7 0.59
C -3.4855 -2.4984 0.9961 -0.1 -2.4 0.2 -0.03
C 4.6565 1.3696 -3.6089 -0.6 -0.9 -0.8 -1.39
C 0.4625 -4.2714 1.4641 -1.8 -6.5 1.8 1.50
C -4.1135 -3.8764 2.9411 0.6 -1.9 2.1 -1.78
C -0.2565 -3.7674 -3.1029 1.5 1.1 -1.1 -1.89
C 0.0495 1.1896 -3.2329 0.8 0.2 1.5 0.10
C 2.3225 4.2996 0.0101 4.9 -4.1 -3.8 -0.01
C 1.2255 -4.5224 2.6991 -0.9 -0.2 1.4 -1.73
C -2.7365 2.8466 -1.0899 2.0 0.3 2.5 -1.59
C 2.9735 3.1356 0.7281 0.6 -0.5 0.7 -0.57
C -1.5735 0.4276 4.7351 0.5 -3.6 -0.7 -2.29
C -3.9245 1.0026 -0.0269 -0.7 -1.9 0.9 -0.61
C 1.5385 3.7786 -1.1559 -0.1 1.2 -2.9 -0.16
C -0.7345 3.4566 -4.0319 0.1 0.2 0.2 -1.56
C 1.6015 -2.6904 -1.8239 -1.0 0.0 -0.8 -1.48
C -3.8895 1.9406 -1.1699 -1.3 4.8 7.2 0.54
C 0.5235 0.1866 0.0081 -0.6 -1.5 1.7 1.78
C -1.3905 4.0046 2.2531 -0.7 7.6 0.3 0.26
C 4.6105 0.6426 -2.2909 -6.7 6.6 0.9 -0.22
C -1.3245 0.1586 3.2571 7.1 -1.3 5.2 0.04
C 0.1135 -2.6254 -2.1449 4.8 0.5 -8.7 1.53
C 0.5495 -5.5034 0.5361 -1.8 1.4 -0.8 -1.53
C 3.1665 0.2266 -1.8959 -1.2 2.2 -0.5 1.37
C -4.1575 -2.5114 2.3791 9.4 -3.0 -0.1 1.56
C 3.4505 -0.1984 1.7331 -3.9 5.3 5.6 0.37
C -0.8125 -1.2464 2.9411 0.4 -0.7 1.5 -0.08
H -1.8285 2.3036 -1.2929 0.3 -0.7 0.0 0.08
H 3.6525 3.3826 1.5191 0.3 1.2 0.9 0.47
H 0.3315 -3.7134 -4.0239 0.0 0.2 -0.1 0.45
H -2.7175 3.5616 -1.8309 -0.6 1.8 -1.6 0.85
H 0.2095 1.5506 -2.2409 0.2 0.4 0.9 -0.98
H -0.0195 -4.7344 -2.7189 -0.2 -0.7 0.7 0.38
H 2.6915 -0.4714 -2.6099 0.5 0.5 0.0 0.21
H 1.8525 5.2476 1.4561 0.4 1.2 2.2 0.39
H 0.2835 -1.3674 2.9241 -0.4 0.4 -0.1 -0.27
H 0.3745 -0.1224 -0.9739 0.2 -0.6 -2.0 -0.04
H -0.5865 0.9226 3.0681 1.4 -0.2 -0.5 0.33
H 0.7955 -3.8124 3.3721 0.1 0.4 1.1 0.34
H 3.1555 4.9796 -0.2589 -0.3 0.0 -0.6 0.46
H -3.2465 -1.5324 0.7881 0.9 2.8 -0.9 -0.77
H -0.9225 0.7756 -3.1379 -1.4 -0.3 -0.6 0.67
H 0.4145 -0.6984 0.6531 1.3 0.0 -0.2 -0.46
H 2.1965 -2.5794 -2.6999 0.3 0.4 -0.9 0.64
H 1.4305 0.7346 0.1051 0.6 0.3 0.4 -0.64
H 1.9255 -3.6304 -1.4349 -0.1 -0.7 0.8 0.38
H 3.7865 -2.0094 0.8901 1.4 -0.8 -1.2 0.19
H 4.9515 -0.9184 -3.1299 0.3 -0.1 0.2 0.49
H 0.1105 3.9496 1.0431 -0.7 -1.4 0.8 0.25
H 2.5345 1.1356 -1.8259 0.1 -0.6 -0.2 -0.77
H 1.1205 -5.5054 3.0791 -0.2 -1.0 0.6 0.52
H 2.0895 3.1686 -1.8529 0.5 -0.6 0.1 -0.12
H 4.6075 0.6426 -4.4849 -0.4 0.8 1.1 0.30
H -4.7915 0.3136 -0.0129 0.3 0.2 -0.5 0.39
H 2.2535 -4.3014 2.6151 1.3 0.2 -0.4 0.31
H -0.1455 -1.6194 -2.6549 1.0 -1.2 0.0 -0.34
H 0.4845 -2.9534 0.1801 0.7 0.1 1.4 -0.69
H -2.6255 -3.1624 0.8341 0.1 0.3 0.8 0.13
H -2.2165 -0.3574 5.1471 0.4 -0.4 0.3 0.47
H -0.5415 4.3306 -4.6069 0.9 0.8 -0.4 0.46
H -1.2635 -3.6434 -3.3979 -1.4 -0.3 -0.2 0.46
H 3.7005 2.5816 0.1491 -0.6 -0.6 -0.9 -0.37
H -0.5745 -4.1434 1.7311 -1.0 -0.1 0.2 -0.17
H 2.2455 2.5516 1.2921 -0.1 -0.5 -0.6 0.35
H -4.2455 -3.7314 4.0111 -0.5 -0.4 0.4 0.42
H 1.5805 -5.6074 0.2601 0.5 -0.5 -0.3 0.32
H 1.2755 4.6346 -1.8329 -0.1 -0.4 0.7 0.35
H -1.2375 -1.6344 2.0191 0.0 0.1 -0.1 -0.53
H -0.1085 -5.3024 -0.3669 0.9 -0.4 0.7 0.12
H -1.3305 0.4516 0.2891 -1.3 -0.6 0.1 -1.31
H -1.4775 -2.4284 -1.4139 -0.3 -0.3 1.0 0.32
H -0.4595 1.4696 -5.5929 -0.3 -0.4 -0.7 0.50
H -4.8375 -4.5944 2.5931 -0.7 0.1 -0.4 0.37
H -3.1595 0.2726 3.0091 0.8 0.2 -0.7 0.20
H -5.6475 -1.7664 3.1551 0.2 -0.4 -1.5 0.45
H 5.0005 -0.3754 0.5891 1.0 0.4 -0.5 0.18
H -1.1525 -1.8854 3.7861 0.1 -0.1 -0.6 0.65
H 3.9095 2.1096 -3.6659 -1.3 0.7 -0.4 0.24
H -0.8135 3.7096 -3.0059 0.1 0.5 1.0 0.16
H 4.8755 1.1716 1.4321 0.5 0.8 0.1 0.28
H -0.4705 2.2656 1.5421 -0.1 2.4 0.1 -0.41
H -3.9645 1.4496 0.9611 0.2 0.6 -0.2 0.32
H -3.1715 -4.4454 2.9291 0.1 0.7 -0.5 0.25
H -4.8095 2.5216 -1.0149 -0.2 0.3 -0.3 0.20
H 0.5915 3.2746 -0.9469 0.3 0.0 0.6 -0.34
H 0.7705 0.3666 -3.2969 -0.1 0.3 -0.7 0.30
H 0.1125 -6.3544 1.0511 0.3 -0.3 0.0 0.57
H -3.6205 -1.8804 3.1241 1.1 -0.4 -0.5 -0.45
H -2.5285 3.3136 -0.1479 -0.2 0.5 0.7 0.42
H 2.3485 -1.8894 1.7111 0.8 0.6 -0.2 -0.31
H 1.7465 -1.8734 -1.1799 0.9 0.7 1.1 0.02
H -4.1465 -2.8554 0.2161 -0.8 0.1 0.0 0.66
H 4.9885 1.2186 -1.4469 0.2 0.6 -0.1 0.23
H 3.0845 -0.2214 -0.9209 0.5 -0.3 0.3 -0.64
H -4.3605 1.8436 -2.9219 -1.3 0.7 -1.6 0.44
H -1.7365 3.2676 -4.3229 -1.1 -1.2 -0.4 0.37
H -0.5945 0.4406 5.1031 1.2 -0.1 1.6 0.55
H -2.0725 1.2826 4.9511 -1.1 3.0 0.2 0.43
H -1.9785 2.2386 3.0141 -0.4 1.3 0.0 0.38
H -2.8515 3.6566 3.6021 1.1 -0.4 -0.7 0.24
H -3.0395 0.3926 -0.0429 0.4 -0.5 0.0 -0.72
H 5.5405 1.9036 -3.7479 1.9 0.7 -0.1 0.46
H 1.2825 2.7046 -4.0109 -0.2 0.5 0.7 -0.18
```
Positions in Å, forces in eV/Å.

***

Record 2
Formula: C27H78O12
Source: the OMol25 dataset
Level of theory: wB97M-V/def2-TZVPD

**Total charge**: 0
**Multiplicity**: 1
**DFT total energy**: -53831.56340 eV
**Energy relative to the best compared isomer or geometry (same formula, charge and spin)**: 141.2 kJ/mol
**SMILES**: CC(C)O.CC(C)O.CC(C)O.CC(C)O.CC(C)O.CC(C)O.CC(C)O.CC(C)O.CC(C)O.O.O.O
**Frontier orbital gap**: 10.21 eV

```
117
Properties=species:S:1:pos:R:3:forces:R:3:mulliken_charge:R:1
O -3.0462 -4.7729 3.2726 -0.6 -2.0 0.4 -0.56
O -0.6026 -0.2659 -2.1527 -0.3 0.1 -0.4 -0.18
O -3.1195 -0.6203 -3.4497 -0.6 -0.3 -0.2 -0.65
O -3.4563 4.8955 -0.2821 0.7 0.2 -0.1 -0.57
O -7.5880 -0.2271 -0.7798 -0.9 0.5 0.5 -0.56
O 3.7093 -0.0471 -3.1215 -0.5 -0.9 -0.4 -0.58
O 6.0813 -0.7562 1.9584 0.0 0.7 -0.2 -0.63
O -0.2521 2.7247 -2.2874 -0.1 0.3 -0.2 -0.63
O 0.2078 1.3384 6.2915 -0.6 -0.2 1.5 -0.60
O -0.1971 -0.6884 -6.0747 -0.3 -0.1 -0.5 -0.65
O 1.4444 -1.4052 -3.8824 -1.3 2.7 -0.1 -0.29
O 4.0431 4.0899 -0.3117 0.3 -0.4 0.5 -0.58
C 3.8586 -1.7095 2.1580 0.0 0.5 0.4 -1.00
C -2.5641 -3.6650 2.5949 -0.7 1.0 0.2 0.48
C -5.6137 -1.5140 -0.9228 0.0 -0.3 -0.8 -1.25
C 0.1845 -3.4652 -3.8775 -0.8 0.0 -0.2 -1.34
C 4.6137 -0.6614 -2.2137 0.7 1.2 1.8 0.90
C 4.4175 0.4874 3.2236 -1.1 0.9 0.8 -0.92
C -3.7612 -2.7410 2.3829 -0.2 0.3 -1.6 -1.12
C 2.3084 -3.1134 -5.2004 -0.4 -0.9 0.1 -1.53
C 1.5318 -2.7612 -3.9144 0.8 -2.5 -0.6 0.78
C -1.5434 -3.0369 3.4621 1.0 0.7 0.4 -1.02
C 4.2561 -2.0531 -1.7299 -0.6 -0.1 -0.9 -1.28
C 0.8891 1.4118 5.0896 1.4 0.8 0.6 0.47
C -0.0442 1.1701 4.0164 -1.6 -0.5 -2.1 -0.61
C -4.0293 3.7017 -0.7901 -0.3 -0.2 1.1 0.23
C -7.2060 -1.1797 -2.9463 1.2 0.3 -0.9 -1.54
C 4.9458 -0.8169 2.8142 -0.4 -2.8 -0.5 0.33
C -3.2514 2.4490 -0.3081 0.2 0.5 -0.9 -0.26
C 0.7872 0.1216 -0.2283 -1.2 -1.0 0.4 -1.24
C 3.5656 3.4986 0.9158 0.5 1.3 0.3 1.67
C 1.5650 2.7818 4.9827 0.7 -0.3 0.5 -0.88
C 4.3599 4.0906 2.1756 -1.0 -0.7 -0.9 -1.12
C -6.6091 -0.5983 -1.7005 1.8 -1.1 1.1 0.70
C -5.4726 3.6656 -0.2983 -1.3 -0.7 -1.3 -1.21
C -1.4004 -1.4903 -0.2573 1.1 0.4 -0.6 -1.75
C 2.0284 3.6603 0.9212 0.9 -0.3 0.9 -0.64
C 4.7103 0.2014 -0.9590 1.2 -0.1 0.8 -1.14
C -0.1458 -0.9015 -0.9944 0.3 0.5 1.5 1.59
H -1.9688 -2.7514 4.4242 0.0 0.0 0.0 0.40
H 4.6036 5.1491 2.0849 -0.4 0.2 -0.3 0.46
H 0.1833 -4.4734 -3.4633 0.5 0.1 0.3 0.38
H 0.5117 -1.7384 -1.2298 0.0 -0.3 -0.3 -0.22
H 1.9631 3.0572 5.9593 0.8 -0.6 0.0 0.44
H -2.0570 -4.0399 1.7058 -0.4 0.6 -0.7 0.38
H -3.6232 4.8678 0.6629 0.1 0.2 0.2 0.37
H 4.9231 -2.3900 -0.9364 0.2 0.2 -0.3 0.51
H -5.9844 2.8539 -0.8153 0.0 -0.4 0.1 0.20
H 0.3636 -0.8755 -5.3219 0.4 -0.1 0.4 0.38
H 3.2612 -2.0143 -1.2864 -0.2 -0.1 0.0 0.03
H 3.5653 -1.3322 1.1783 0.2 -0.1 -0.1 -0.02
H 3.7928 0.4238 -0.4141 -0.3 0.3 -0.7 -0.07
H 1.6507 2.8768 1.5781 -0.4 -0.2 -0.2 -0.08
H 0.4365 3.2761 -1.9157 0.1 0.3 0.0 0.31
H 3.7220 3.9593 3.0496 0.2 0.1 0.2 0.13
H 1.6425 0.6244 5.1137 0.3 0.1 0.1 0.07
H 6.3562 -1.6672 1.8317 0.2 0.0 -0.1 0.34
H -7.6961 -0.3494 -3.4547 -0.6 -0.4 -0.1 0.37
H -7.9061 -1.0700 -0.4482 -0.4 0.1 0.3 0.39
H -2.1641 -0.7303 -0.0920 0.2 0.2 0.4 0.02
H 4.0761 5.0348 -0.1455 0.0 0.2 -0.2 0.36
H 1.0437 -0.3573 0.7167 0.2 0.2 0.2 0.40
H 5.3664 1.0569 -1.1195 -0.6 0.6 -0.1 0.54
H -2.3944 2.2311 -0.9453 0.1 0.4 -0.1 0.08
H 5.2611 -0.3182 -0.1750 0.2 -0.3 -0.2 0.32
H 0.2755 1.0605 -0.0168 -0.3 -0.1 0.2 0.25
H 3.7544 0.3805 4.0821 0.6 -0.5 0.8 0.31
H -3.5019 -1.7791 1.9405 0.5 0.2 0.3 0.20
H -2.8316 2.6754 0.6720 -0.4 -0.4 0.3 0.24
H -0.8222 1.9272 4.1138 -0.2 0.1 -0.5 0.36
H -2.4288 -0.5473 -2.7910 0.6 0.1 0.2 0.29
H -0.5474 0.2042 4.0597 0.1 -0.1 0.3 0.20
H -0.1843 0.2656 -6.1523 -0.1 0.2 0.0 0.30
H 3.3147 -2.6961 -5.2363 0.1 0.0 0.2 0.37
H 1.7626 -2.7669 -6.0779 -0.1 0.3 0.1 0.32
H 2.3662 -1.1398 -3.9196 0.2 1.2 0.2 0.12
H -6.3677 -1.4529 -3.5870 0.1 0.0 -0.2 0.33
H -5.2670 -1.0022 -0.0250 -0.1 0.0 0.0 0.30
H -1.8806 -2.2073 -0.9231 0.2 -0.1 -0.2 0.32
H -0.7478 -3.7630 3.6287 0.2 0.2 0.1 0.29
H -3.9607 3.7838 -1.8748 -0.3 0.0 0.0 0.30
H -4.7516 -1.8437 -1.5025 0.2 0.5 -0.3 0.32
H 4.2050 -2.7421 2.1158 0.0 0.0 -0.3 0.46
H -0.1371 1.8762 -1.8597 -0.1 -0.5 -0.1 0.20
H -4.3839 -2.5443 3.2556 0.4 -0.3 0.3 0.46
H 3.7481 0.9039 -2.9965 0.0 0.1 0.0 0.27
H 0.0128 -0.5380 -2.8374 0.3 0.1 -0.8 0.15
H -6.0146 0.2890 -1.9177 -0.3 0.3 -0.3 0.04
H 2.1248 -2.9492 -3.0193 0.0 -1.2 0.0 0.09
H -3.4965 0.2580 -3.5005 -0.1 0.2 -0.1 0.28
H 2.3384 2.6703 4.2228 0.2 0.6 0.1 -0.18
H -6.0948 4.5082 -0.6000 0.5 0.5 -0.1 0.41
H -0.5850 -2.9041 -3.3473 0.2 0.2 0.3 0.18
H -4.4198 -3.1222 1.6024 -0.2 -0.5 0.1 0.24
H 2.9491 -1.7106 2.7588 0.0 0.0 0.2 0.35
H 5.2721 -1.4220 3.6600 0.0 0.4 0.6 0.44
H 1.7036 0.3921 -0.7529 -0.1 -0.4 -0.4 0.21
H 2.3534 -4.1945 -5.3315 0.3 -0.1 0.1 0.42
H -5.7059 3.5130 0.7554 0.8 -0.1 0.2 0.35
H 0.4182 1.2053 3.0299 0.0 0.3 -0.2 -0.12
H 1.6617 4.5936 1.3486 0.2 0.2 -0.3 0.41
H 3.5960 0.8317 2.5954 0.7 0.6 -1.1 -0.10
H 4.2622 -2.7819 -2.5404 0.0 -0.1 0.1 0.39
H 5.6053 -0.6100 -2.6633 0.1 -0.5 -0.2 0.25
H -1.1465 -2.1420 2.9826 0.2 0.1 0.1 0.00
H 5.3291 3.6290 2.3649 -0.2 -0.4 -0.2 0.28
H -0.3142 2.1439 6.3081 -0.4 0.0 0.4 0.40
H 5.1960 1.2027 3.4888 -0.3 0.2 -0.4 0.40
H -7.7765 -2.1030 -2.8451 -0.4 0.3 0.3 0.37
H -2.5870 -5.5273 2.8964 -0.2 -0.3 0.3 0.36
H 3.7506 2.4273 0.8371 0.3 0.1 -0.1 -0.90
H -1.1022 -2.0438 0.6331 -0.2 0.3 0.2 0.41
H 1.7154 3.5389 -0.1158 -0.3 -0.1 0.3 0.03
H -3.8567 1.5455 -0.3822 -0.2 0.0 0.6 -0.05
H -0.2531 -3.6068 -4.8658 0.2 0.3 -0.3 0.40
H -6.0520 -2.4722 -0.6436 -0.5 0.0 0.3 0.54
H 0.9688 3.6852 4.8542 -0.8 -0.4 -0.9 0.45
```
Positions in Å, forces in eV/Å.